# 1
ORCA calculation (the ωB97M-V functional and the def2-TZVPD basis) on a structure of composition C31H35AuN2O3S in a non-equilibrium geometry.

Geometry as XYZ:
```
73
Properties=species:S:1:pos:R:3:mulliken_charge:R:1
Au 0.56110 0.79796 -1.87394 0.338
C -2.96826 1.38589 -0.05472 -0.481
O -1.99413 2.38750 -0.28459 -0.169
H -2.46288 0.56178 0.44628 -0.022
H -3.40167 1.01959 -0.99071 0.303
H -3.77592 1.74253 0.59301 0.292
C -0.30162 -0.84028 -1.81468 -0.773
C -0.69716 -2.03453 -1.68242 1.183
C -1.09621 -3.28461 -1.47825 0.000
C -1.40161 -4.14954 -2.64520 0.267
C -2.47298 -5.04160 -2.60750 -0.064
C -2.78443 -5.80223 -3.72367 -0.733
C -2.01952 -5.69040 -4.87603 -0.407
C -0.94997 -4.80631 -4.91804 -0.616
C -0.64673 -4.03144 -3.81089 -0.654
C -1.21295 -3.80773 -0.09953 0.425
C -1.11433 -5.17522 0.16409 -0.144
C -1.15099 -5.63576 1.47061 -0.779
C -1.28404 -4.73867 2.52160 -0.504
C -1.37019 -3.37657 2.26715 -0.647
C -1.33508 -2.91162 0.96382 -0.421
H -3.07447 -5.12091 -1.71156 0.540
H -3.62639 -6.48140 -3.69344 0.385
H -2.25853 -6.29177 -5.74376 0.379
H -0.35254 -4.71821 -5.81586 0.387
H 0.17901 -3.33176 -3.83472 0.424
H -0.98194 -5.87605 -0.64889 0.524
H -1.06356 -6.69601 1.66899 0.397
H -1.30871 -5.10299 3.54087 0.383
H -1.44907 -2.66148 3.07495 0.446
H -1.37455 -1.84599 0.78255 0.409
C 3.57811 0.64839 -1.61707 -0.817
O 2.54040 1.57124 -1.67276 -0.807
H 3.66547 0.03184 -2.52585 0.317
H 3.47483 -0.06397 -0.77768 0.202
H 4.54913 1.15175 -1.49032 0.261
O -0.48187 -0.07446 2.09382 -0.729
S 0.84693 0.39392 1.60227 0.910
C 1.98715 0.21590 2.97894 0.163
C 3.34887 0.22030 2.71934 -0.097
C 4.23540 0.08677 3.77878 -0.703
C 3.75321 -0.06593 5.07157 -0.434
C 2.38475 -0.08960 5.31120 -0.727
C 1.49061 0.05057 4.26016 -0.417
C 0.79035 2.19473 1.65811 0.759
C 1.78483 2.93009 1.03022 -0.410
C 1.73472 4.31594 1.10409 -0.276
C 0.70084 4.94254 1.79078 -0.757
C -0.29849 4.18629 2.39238 -0.650
C -0.26080 2.80067 2.32270 -0.347
H 3.70966 0.32181 1.70171 0.266
H 5.30154 0.09019 3.59293 0.418
H 4.44668 -0.17701 5.89519 0.377
H 2.01428 -0.21967 6.31992 0.391
H 0.41888 0.02343 4.41249 0.408
H 2.54096 2.43237 0.43183 0.020
H 2.50134 4.90522 0.61644 0.467
H 0.67100 6.02381 1.85135 0.403
H -1.11093 4.67580 2.91493 0.392
H -1.03740 2.18581 2.75809 0.530
N -1.74725 5.07839 -1.17137 -0.437
C -0.92209 5.12744 -2.38497 -0.572
C -0.51567 3.73508 -2.85485 -0.788
N 0.38273 3.02486 -1.93357 -0.087
H -2.28475 5.93061 -1.07706 0.273
H -1.17288 5.01000 -0.33630 -0.001
H -2.39010 3.18236 -0.67482 0.245
H -0.01989 5.73870 -2.25623 0.255
H -1.51447 5.59342 -3.17405 0.459
H -0.00062 3.81950 -3.81301 0.476
H -1.40779 3.12746 -3.00736 0.217
H 0.13888 3.21525 -0.96564 -0.206
H 1.36378 3.26606 -2.06182 0.384
```

Computed properties:
Orbital gap (alpha / beta), Eh: 0.2275 / 0.2275
LUMO (alpha / beta), Ha: -0.04220 / -0.04220

# 2
ORCA calculation (the ωB97M-V functional and the def2-TZVPD basis) on a cluster of 2 separate species, C3H11NO2 in total in a non-equilibrium geometry.

Geometry as XYZ:
```
17
Properties=species:S:1:pos:R:3:nbo_charge:R:1
C -2.42700 0.93566 -1.53797 -0.072
O -1.40452 1.96897 -1.43925 -0.735
C -3.21807 0.86616 -0.22558 -0.660
H -3.07710 1.34925 -2.35802 0.184
H -1.96534 -0.01941 -1.78526 0.166
H -0.63655 1.64101 -0.96158 0.464
H -3.18992 -0.14707 0.16092 0.212
H -2.58426 1.37328 0.56154 0.218
H -4.14030 1.44290 -0.15551 0.223
N 2.36454 -1.20376 2.21808 -0.857
C 2.30292 -1.77615 0.92259 0.090
O 2.34526 -0.71259 -0.04985 -0.758
H 3.26609 -0.86672 2.51649 0.367
H 1.65272 -0.63977 2.64157 0.381
H 3.05351 -2.53623 0.72147 0.165
H 1.30293 -2.18327 0.80562 0.150
H 2.07957 -1.00339 -0.92711 0.462
```

Computed properties:
Orbital gap, Eh: 0.3782
LUMO, Ha: 0.02247
SMILES: CCO.NCO

# 3
ORCA calculation (the ωB97M-V functional and the def2-TZVPD basis) on a structure of composition C6H7NO in a non-equilibrium geometry.

Geometry as XYZ:
```
15
Properties=species:S:1:pos:R:3:nbo_charge:R:1
C -0.90024 -0.82332 0.35091 0.556
C -0.80675 0.31966 -0.52572 -0.333
C 0.19557 -0.64698 -1.34335 -0.366
C 0.51001 -1.01316 0.17693 -0.319
C 1.00098 0.40204 0.69953 -0.064
C -0.05317 1.37254 0.21484 -0.091
H -1.58263 0.84006 -1.03934 0.227
H 1.09395 -0.25516 -1.83034 0.218
H -0.25865 -1.30845 -2.03157 0.225
H 1.09227 -1.86571 0.46254 0.235
H 1.92305 0.69068 0.89974 0.209
H -0.67684 0.55494 1.99776 0.353
H 0.11969 2.28161 -0.42960 0.224
N 0.08755 1.09244 1.67111 -0.556
O -1.74479 -1.64118 0.72657 -0.518
```

Computed properties:
Orbital gap, Eh: 0.3931
LUMO, Ha: 0.03373

# 4
ORCA calculation (the ωB97M-V functional and the def2-TZVPD basis) on a cluster of 2 separate species, C5H13NO in total in a non-equilibrium geometry.

Geometry as XYZ:
```
20
Properties=species:S:1:pos:R:3:nbo_charge:R:1
C -2.84909 0.49062 1.94624 -0.605
C -1.68267 -0.36380 1.43002 -0.432
C -0.34844 0.16357 1.02705 -0.303
C -0.04986 0.54807 -0.20867 0.014
N 1.20812 0.96423 -0.62228 -0.621
C 2.34680 0.27233 -0.02433 -0.400
H -3.60002 -0.02528 2.53532 0.209
H -3.37108 0.93100 1.09156 0.200
H -2.55752 1.35737 2.55216 0.204
H -1.60762 -1.26571 2.04502 0.204
H -2.10095 -0.85255 0.53290 0.194
H 0.38543 0.39075 1.79452 0.191
H -0.83638 0.42776 -0.95194 0.184
H 1.30701 1.28098 -1.56626 0.389
H 3.22332 0.59202 -0.58275 0.205
H 2.46718 0.52691 1.02476 0.187
H 2.16998 -0.80914 -0.05472 0.179
H 0.80640 -2.05438 -2.21040 0.479
H 1.02784 -1.97555 -3.78068 0.476
O 1.15440 -1.51841 -2.93919 -0.954
```

Computed properties:
Orbital gap, Eh: 0.3098
LUMO, Ha: 0.02707
SMILES: CC/C=C/NC.O

# 5
ORCA calculation (the ωB97M-V functional and the def2-TZVPD basis) on a structure of composition C5H10 in a non-equilibrium geometry.

Geometry as XYZ:
```
15
Properties=species:S:1:pos:R:3:nbo_charge:R:1
C -0.56275 -0.85347 1.82281 -0.716
C -0.02842 -0.52464 0.56565 -0.063
C -1.09254 -0.44580 -0.60983 -0.182
C -1.33829 -1.59204 -1.36008 -0.319
C -1.74164 0.71338 -0.78446 -0.449
H 0.21520 -0.78295 2.60765 0.225
H -1.38504 -0.17795 2.18148 0.246
H -1.00184 -1.87058 1.87466 0.245
H 0.75572 0.28107 0.25976 0.211
H 5.92842 3.42904 -0.21019 0.000
H -1.98468 -1.57300 -2.28084 0.190
H -0.72583 -2.54223 -1.32378 0.206
H 6.66612 3.48465 -0.49769 0.000
H -2.35772 0.70325 -1.84505 0.188
H -1.34673 1.75128 -0.40009 0.218
```

Computed properties:
Orbital gap, Eh: 0.1916
LUMO, Ha: -0.05370

# 6
ORCA calculation (the ωB97M-V functional and the def2-TZVPD basis) on the molecule C23H28N2O.

Geometry as XYZ:
```
54
Properties=species:S:1:pos:R:3:nbo_charge:R:1
O -3.94603 -0.75573 1.29508 -0.725
C -3.64902 0.17982 0.28208 -0.088
H -4.38762 -0.00854 -0.49992 0.179
C -3.74840 1.64952 0.73760 -0.238
N -2.56508 2.23876 1.32965 -0.457
C -1.45146 2.39780 0.41159 -0.254
C -0.37377 3.26484 1.07296 -0.223
N 0.08111 2.75293 2.34819 -0.429
C -1.05107 2.50092 3.21256 -0.221
C -2.12698 1.61743 2.56569 -0.255
H -2.98406 1.54056 3.24066 0.202
H -1.69795 0.61308 2.40402 0.166
H -0.70129 2.04143 4.13974 0.198
H -1.49763 3.47256 3.44807 0.201
C 1.09371 1.71417 2.30102 -0.308
C 0.71623 0.41951 1.74256 0.040
C 0.41710 -0.65178 1.29069 -0.061
C 0.00690 -1.91273 0.70494 -0.475
H -1.08778 -1.95732 0.71661 0.243
H 0.38478 -2.74209 1.31045 0.240
C 0.48362 -2.08621 -0.75544 -0.264
C 1.94724 -2.43032 -0.89145 -0.027
C 2.36627 -3.06384 -2.05710 -0.201
C 3.69590 -3.38609 -2.25156 -0.204
C 4.63282 -3.07902 -1.27901 -0.218
C 4.22752 -2.44538 -0.11840 -0.221
C 2.89493 -2.12090 0.07474 -0.178
H 2.60066 -1.61686 0.98308 0.214
H 4.95187 -2.19894 0.64462 0.211
H 5.67247 -3.33169 -1.42658 0.213
H 4.00221 -3.87939 -3.16255 0.213
H 1.63860 -3.30379 -2.82012 0.210
C 0.14796 -0.84160 -1.54806 0.079
C 1.02659 0.23328 -1.60201 -0.239
C 0.68762 1.38198 -2.29404 -0.202
C -0.53473 1.47452 -2.93760 -0.222
C -1.41594 0.40875 -2.88893 -0.214
C -1.07489 -0.74171 -2.19925 -0.241
H -1.76803 -1.57160 -2.16823 0.212
H -2.37206 0.47139 -3.38787 0.214
H -0.79816 2.37253 -3.47676 0.214
H 1.38118 2.20954 -2.33112 0.212
H 1.98170 0.16667 -1.10286 0.224
H -0.09131 -2.92065 -1.17631 0.222
H 1.44521 1.55970 3.32914 0.221
H 1.93255 2.10804 1.71418 0.221
H 0.47970 3.36429 0.39944 0.199
H -0.79301 4.25907 1.26075 0.198
H -1.81473 2.89462 -0.49089 0.204
H -1.00411 1.43544 0.11772 0.186
H -4.56192 1.72958 1.46590 0.202
H -4.00639 2.26305 -0.12942 0.200
H -2.65106 -0.00755 -0.13784 0.164
H -3.37117 -0.59009 2.05023 0.466
```

Computed properties:
Orbital gap, Eh: 0.3189
LUMO, Ha: 0.02779
SMILES: OCCN1CCN(CC#CCC(c2ccccc2)c2ccccc2)CC1

Taking the records one at a time from the top gives energy relative to the best compared isomer or geometry (same formula, charge and spin) values of 0.00; 117.98; 363.22; 168.19; 699.41; 243.14 kJ/mol.